Below is a molecular structure, C20H25ClN2O4, with properties calculated with the ωB97M-V functional and the def2-TZVPD basis.

```
52
Properties=species:S:1:pos:R:3
C 0.1525 1.5949 -0.4899
H -0.3255 0.7224 -0.8974
H 0.5215 2.2714 -1.4804
H -0.4647 2.1696 0.0510
C 1.3844 0.9735 0.0175
N 2.1988 0.3138 -0.6432
C 1.9705 -1.0101 -0.8781
O 2.7433 -1.4617 -1.9642
C 0.8468 -1.5576 -0.5178
N 0.7394 -1.7205 0.8587
O -0.4650 -2.2218 1.0753
C -1.0062 -2.6964 -0.2343
C -0.0804 -2.4802 -1.2371
H -0.1701 -2.3250 -2.1462
C -2.2036 -3.5637 -0.2784
O -3.2614 -2.9177 0.7224
C -3.4323 -1.7403 0.3502
C -3.2147 -1.0193 -0.8328
C -3.3862 0.4781 -1.1901
C -4.1310 1.1259 0.0192
C -4.4692 0.4808 1.0301
C -4.2151 -0.7519 1.4571
H -4.3264 -1.2299 2.2878
C -5.1515 1.3222 2.3783
H -4.4667 2.2870 2.2530
H -5.9546 1.6943 1.8416
H -5.2578 0.4650 3.0741
Cl -4.4418 2.9156 -0.3742
C -3.2610 0.9948 -2.3218
H -4.0689 1.3142 -2.8453
H -2.6461 0.4612 -3.1487
H -2.5986 1.8909 -2.4018
H -2.6826 -1.4757 -1.6964
H -2.0960 -4.6422 0.3258
H -2.5364 -3.7835 -1.1857
C 3.4039 1.3202 -1.2497
H 3.6975 0.5845 -2.3576
H 3.0303 2.1430 -1.2915
C 4.5572 1.2745 -0.3262
C 4.9478 -0.0038 0.2694
H 6.2330 -0.2185 0.3858
C 4.3287 -0.1276 1.8184
H 3.3487 -0.6233 1.5776
C 4.4323 1.1312 2.0087
H 5.3589 1.6147 2.3158
O 4.3921 1.9468 0.7856
H 3.7931 1.4261 2.7518
H 5.1856 -0.9628 2.2958
H 4.7629 -0.8528 -0.5712
H 5.2354 1.8208 -0.8483
H 1.9396 2.0681 0.4784
H 1.1098 0.5811 0.9788
```

## Properties
Energy relative to the best compared isomer or geometry (same formula, charge and spin)   500.8 kcal/mol
Spin multiplicity   1
Molar mass   392.88 g/mol
Highest occupied orbital energy   -7.862 eV
Frontier orbital gap   7.30 eV
E_LUMO   -0.57 eV

Atomic partial charges in e from the natural (NBO) method, atoms 1 to 4:
1. C -0.569
2. H 0.186
3. H 0.165
4. H 0.224


Below is a molecular structure, C46H58GeN4O2PPtS2Si3, with properties calculated with the ωB97M-V functional and the def2-TZVPD basis.

```
118
Properties=species:S:1:pos:R:3
Pt -0.6758 0.0678 0.2695
S 1.0436 -0.5162 2.4369
C 2.5284 -0.1020 1.6982
N 2.7212 -0.1544 0.4124
C 3.9507 0.3353 0.0641
C 4.4211 0.5513 -1.2284
C 5.6861 1.0749 -1.3934
C 6.4869 1.4000 -0.2979
C 6.0280 1.2159 0.9917
C 4.7625 0.6864 1.1628
S 3.9115 0.3890 2.6522
H 3.7764 0.3405 -2.0670
H 6.0633 1.2459 -2.3890
H 7.4688 1.8147 -0.4558
H 6.6194 1.4888 1.8492
O -6.6433 3.0869 0.3817
C -5.6103 3.7677 -0.2818
C -4.4954 2.8156 -0.5984
C -3.3160 3.2584 -1.2023
C -2.2839 2.3641 -1.3977
N -2.3441 1.0902 -1.0137
C -3.5037 0.6341 -0.5021
C -4.5973 1.4677 -0.2893
C -3.5208 -0.7913 -0.1871
C -4.6933 -1.5269 -0.3050
C -4.6900 -2.8890 -0.0597
C -5.9614 -3.6823 -0.1758
O -6.8526 -3.1350 -1.1036
C -3.4687 -3.4749 0.2733
C -2.3413 -2.6869 0.3433
N -2.3459 -1.3677 0.1516
H -7.3867 3.6816 0.5290
H -5.1980 4.5748 0.3483
H -5.9638 4.2241 -1.2198
H -3.2039 4.2853 -1.5101
H -1.3687 2.6569 -1.8919
H -5.5150 1.0975 0.1368
H -5.6060 -1.0439 -0.6139
H -6.4860 -3.6492 0.7879
H -5.7314 -4.7331 -0.3958
H -6.5128 -3.2446 -1.9987
H -3.3980 -4.5341 0.4542
H -1.3744 -3.1333 0.5498
N 0.3806 1.7293 0.2688
P 0.1336 2.8094 1.3949
C -0.7124 4.3055 0.7715
C -0.3719 4.7948 -0.4848
C -0.8754 6.0143 -0.9041
C -1.6987 6.7488 -0.0656
C -2.0501 6.2475 1.1759
C -1.5615 5.0242 1.5990
C -0.8486 2.3133 2.8706
C -0.5620 2.7380 4.1635
C -1.2934 2.2444 5.2316
C -2.3487 1.3720 5.0224
C -2.6918 1.0106 3.7286
C -1.9387 1.4725 2.6646
C 1.7196 3.5041 1.9886
C 2.3754 2.9697 3.0896
C 3.5755 3.5173 3.5142
C 4.1278 4.5976 2.8470
C 3.4771 5.1254 1.7446
C 2.2887 4.5721 1.3065
H 0.2851 4.2141 -1.1196
H -0.6064 6.4018 -1.8748
H -2.0649 7.7147 -0.3762
H -2.6805 6.8225 1.8338
H -1.8308 4.6362 2.5693
H 0.2288 3.4519 4.3372
H -1.0322 2.5440 6.2353
H -2.9057 0.9859 5.8632
H -3.5481 0.3750 3.5537
H -2.2236 1.2014 1.6506
H 1.9459 2.1263 3.6125
H 4.0833 3.0919 4.3673
H 5.0567 5.0298 3.1877
H 3.8902 5.9732 1.2231
H 1.7964 4.9830 0.4405
C -1.2624 -3.1300 3.2709
Si 0.4912 -3.5898 2.6525
C 1.6853 -3.2788 4.1125
C 0.5886 -5.3521 1.9123
Ge 1.0732 -2.0906 0.1568
Si 0.0329 -3.2507 -2.3885
C 0.9108 -1.8949 -3.4067
C 0.6620 -5.0447 -2.6138
C -1.8341 -3.1815 -2.7920
Si 3.5406 -3.5864 -0.1050
C 4.4694 -3.1177 1.4893
C 4.2442 -2.7809 -1.6839
C 3.6134 -5.4958 -0.2133
H -1.3128 -3.2891 4.3464
H -2.0423 -3.7341 2.8175
H -1.4863 -2.0811 3.0856
H 1.7093 -4.1488 4.7643
H 1.3417 -2.4274 4.6957
H 2.7088 -3.0615 3.8260
H 0.0881 -6.0427 2.5822
H 1.6177 -5.6747 1.8241
H 0.1229 -5.4354 0.9359
H 1.9571 -2.1173 -3.5878
H 0.8463 -0.9329 -2.8993
H 0.4272 -1.7915 -4.3753
H 1.6929 -5.0641 -2.9531
H 0.0595 -5.5470 -3.3663
H 0.5947 -5.6324 -1.7035
H -2.2588 -2.2059 -2.5777
H -2.4063 -3.9294 -2.2539
H -1.9682 -3.3709 -3.8551
H 4.7632 -2.0756 1.4916
H 5.3715 -3.7174 1.5673
H 3.8848 -3.3065 2.3814
H 3.6484 -1.9398 -2.0182
H 4.3166 -3.5020 -2.4914
H 5.2455 -2.4098 -1.4838
H 3.4246 -5.9740 0.7426
H 4.6253 -5.7748 -0.5036
H 2.9374 -5.9220 -0.9447
```

## Properties
Energy relative to the best compared isomer or geometry (same formula, charge and spin)   97.1 kcal/mol
Spin multiplicity   2
Total charge   +2
Molar mass   1146.05 g/mol
Highest occupied orbital energy (spin up / spin down)   -11.837 / -11.842 eV
Frontier orbital gap (spin up / spin down)   5.30 / 4.97 eV
E_LUMO (spin up / spin down)   -6.53 / -6.87 eV

Atomic partial charges in e from the Löwdin method, atoms 1 to 4:
1. Pt 0.761
2. S 0.633
3. C -1.097
4. N -0.058


Below is a molecular structure, C18H21IrN5O2, with properties calculated with the ωB97M-V functional and the def2-TZVPD basis.

```
47
Properties=species:S:1:pos:R:3
N -0.1907 -2.1341 0.7704
C -0.4095 -3.2606 0.6294
C -0.7444 -4.6315 0.7027
H 0.1423 -5.2230 0.4431
H -1.5546 -4.8423 -0.0055
H -1.0467 -4.8534 1.7410
N -2.6820 1.9917 -0.1386
C -3.5362 2.5800 -0.6489
C -4.6924 3.3135 -1.0489
H -5.3734 2.6050 -1.5482
H -4.3618 4.0497 -1.7921
H -5.1486 3.7811 -0.1392
N 2.7508 0.5836 -1.1279
C 3.4777 1.2661 -1.7147
C 4.5596 2.0689 -2.1903
H 4.4786 3.0243 -1.6573
H 4.4612 2.2334 -3.2730
H 5.5104 1.5500 -1.9617
Ir -0.8376 0.4747 -0.1007
C 0.1136 2.0752 0.0732
O 0.4357 3.1379 0.3706
C -1.4719 0.2449 1.6653
O -2.0974 0.3082 2.6411
C -1.6660 -1.2849 -1.3236
C -0.2911 -1.4578 -1.5349
C 0.4946 -0.4374 -1.9621
C -0.0539 0.8059 -2.2426
C -1.4517 0.8681 -2.3606
C -2.2550 -0.1675 -1.9211
H -2.2759 -2.0568 -0.8489
H 0.2645 -2.3508 -1.2910
H 1.5438 -0.6957 -1.9839
H 0.5632 1.6438 -2.5466
H -1.8853 1.7343 -2.8178
H -3.3264 -0.1684 -2.0181
C 0.0721 -1.5671 3.1921
C 1.0960 -0.7568 2.4526
N 1.0907 0.1351 1.4483
C 2.2817 0.7840 1.4330
C 3.0774 0.1848 2.3663
N 2.3400 -0.7744 2.9830
H 0.4872 -2.6004 3.3263
H -0.1358 -1.0675 4.1628
H -0.9006 -1.6611 2.6465
H 2.5095 1.5817 0.7498
H 4.0621 0.3988 2.6728
H 2.5765 -1.4330 3.7282
```

## Properties
Energy relative to the best compared isomer or geometry (same formula, charge and spin)   71.3 kcal/mol
Spin multiplicity   6
Total charge   +4
Molar mass   531.62 g/mol
Highest occupied orbital energy (spin up / spin down)   -20.314 / -23.162 eV
Frontier orbital gap (spin up / spin down)   6.98 / 5.50 eV
E_LUMO (spin up / spin down)   -13.34 / -17.66 eV

Atomic partial charges in e from the natural (NBO) method, atoms 1 to 4:
1. N -0.517
2. C 0.535
3. C -0.774
4. H 0.326


Below is 2 unconnected molecules or ions with the total composition C5H15N3, with properties calculated with the ωB97M-V functional and the def2-TZVPD basis.

```
23
Properties=species:S:1:pos:R:3
C 1.8023 0.5551 -1.6780
N 1.6465 0.5426 -0.4284
C 1.0271 1.7235 0.1748
C 2.0940 2.5445 0.8743
H 1.3896 1.3528 -2.3072
H 2.3378 -0.2639 -2.1498
H 0.5047 2.3190 -0.5868
H 0.2960 1.3631 0.8994
H 1.6357 3.3945 1.3791
H 2.6298 1.9475 1.6082
H 2.8091 2.9343 0.1493
N -0.9709 -3.1875 0.8197
C -1.1435 -2.1121 -0.1699
C -2.0675 -1.0547 0.4152
N -2.2453 0.0377 -0.5390
H -0.2852 -2.9104 1.5140
H -0.5826 -4.0118 0.3766
H -1.6237 -2.5417 -1.0460
H -0.1921 -1.6522 -0.4491
H -3.0374 -1.5036 0.6169
H -1.6544 -0.7371 1.3844
H -2.9744 0.6751 -0.2455
H -1.3954 0.5853 -0.6122
```

## Properties
Energy relative to the best compared isomer or geometry (same formula, charge and spin)   35.4 kcal/mol
Spin multiplicity   1
Molar mass   117.20 g/mol
Highest occupied orbital energy   -9.116 eV
SMILES string   C=NCC.NCCN
Frontier orbital gap   10.14 eV
E_LUMO   1.02 eV

Atomic partial charges in e from the natural (NBO) method, atoms 1 to 4:
1. C -0.063
2. N -0.391
3. C -0.253
4. C -0.606


Below is a molecular structure, C27H27CrN9O3S5, with properties calculated with the ωB97M-V functional and the def2-TZVPD basis.

```
72
Properties=species:S:1:pos:R:3
Cr -0.3059 -0.1641 -0.0653
N -0.3122 1.9319 0.5817
N 0.1667 2.8419 -0.3752
C 1.0030 2.4019 -1.3422
N 1.5493 3.3302 -2.1235
S 1.3650 0.7677 -1.5641
H -1.2952 2.1176 0.7665
H 0.2097 2.0158 1.4526
H 0.1390 3.8234 -0.1374
H 1.3663 4.3145 -2.0180
H 2.1332 3.0335 -2.8879
N -4.1662 2.7047 6.4616
C -3.8998 1.8322 5.4301
C -4.1574 2.2030 4.1024
C -3.8560 1.3419 3.0677
C -3.2864 0.1027 3.3390
C -3.0314 -0.2820 4.6494
C -3.3341 0.5779 5.6857
S -2.8657 -0.9714 2.0245
O -2.8528 -2.3171 2.5000
O -3.6408 -0.6056 0.8717
N -1.3260 -0.5077 1.6324
C -0.2174 -0.8995 2.3256
N -0.1690 -1.3963 3.5528
C 1.0405 -1.7538 3.9698
C 2.1976 -1.6299 3.2024
C 2.0632 -1.0681 1.9525
N 0.8613 -0.6704 1.5352
H -4.8333 3.4363 6.2850
H -4.2271 2.3138 7.3866
H -4.6194 3.1611 3.8971
H -4.1005 1.6052 2.0450
H -2.5992 -1.2547 4.8411
H -3.1435 0.2779 6.7088
H 1.0917 -2.1630 4.9727
H 3.1571 -1.9573 3.5709
H 2.8905 -0.9308 1.2685
C -3.9627 1.2802 -1.7843
C -2.6090 0.7341 -2.1193
O -1.8642 0.4726 -1.1689
C -2.1960 0.5337 -3.5130
C -1.1382 -0.3266 -3.8152
C -0.7394 -0.4991 -5.1280
C -1.3807 0.2002 -6.1428
C -2.4330 1.0597 -5.8511
C -2.8515 1.2163 -4.5420
H -4.2394 0.8993 -0.8023
H -4.7112 1.0090 -2.5238
H -3.9056 2.3719 -1.7397
H -0.6667 -0.8847 -3.0189
H 0.0670 -1.1825 -5.3600
H -1.0660 0.0669 -7.1696
H -2.9328 1.5963 -6.6458
H -3.6782 1.8785 -4.3211
S 4.0916 -3.3372 -4.2731
C 3.0540 -2.9943 -3.0505
S 1.3256 -3.2629 -3.1121
C 1.1431 -2.5348 -1.5402
N 2.2533 -2.1580 -1.0081
N 3.3151 -2.4327 -1.8374
C 4.6152 -2.0966 -1.3439
C 4.8427 -0.8144 -0.8678
C 6.0879 -0.4919 -0.3496
C 7.0966 -1.4448 -0.3198
C 6.8566 -2.7229 -0.8039
C 5.6121 -3.0576 -1.3151
S -0.4311 -2.3607 -0.8065
H 4.0489 -0.0801 -0.9129
H 6.2742 0.5079 0.0206
H 8.0701 -1.1909 0.0777
H 7.6408 -3.4673 -0.7812
H 5.4162 -4.0497 -1.6960
```

## Properties
Energy relative to the best compared isomer or geometry (same formula, charge and spin)   11.8 kcal/mol
Spin multiplicity   4
Total charge   +1
Molar mass   737.90 g/mol
Highest occupied orbital energy (spin up / spin down)   -9.870 / -9.890 eV
Frontier orbital gap (spin up / spin down)   6.77 / 6.62 eV
E_LUMO (spin up / spin down)   -3.10 / -3.27 eV

Atomic partial charges in e from the Löwdin method, atoms 1 to 4:
1. Cr 0.434
2. N 0.005
3. N -0.027
4. C -0.758


Below is a single C4H8O molecule, with properties calculated with the ωB97M-V functional and the def2-TZVPD basis.

```
13
Properties=species:S:1:pos:R:3
C 0.7000 -1.6116 -0.5397
C 0.6666 -0.1113 -0.6453
O 1.2475 0.5032 0.5147
C -0.0164 0.9686 0.0757
C -1.2663 0.9823 0.9027
H 1.7639 -1.8525 -0.6751
H 0.1423 -2.1438 -1.3167
H 0.4176 -1.9664 0.4535
H 1.0326 0.2324 -1.6159
H 0.1203 1.9300 -0.4228
H -1.5501 0.0288 1.3496
H -1.1917 1.7376 1.6943
H -2.0662 1.3028 0.2251
```

## Properties
Energy relative to the best compared isomer or geometry (same formula, charge and spin)   31.8 kcal/mol
Spin multiplicity   1
Molar mass   72.11 g/mol
Highest occupied orbital energy   -9.813 eV
SMILES string   C[C@@H]1O[C@@H]1C
Frontier orbital gap   10.93 eV
E_LUMO   1.11 eV

Atomic partial charges in e from the natural (NBO) method, atoms 1 to 4:
1. C -0.632
2. C 0.058
3. O -0.501
4. C 0.071